Below is a 5-piece molecular cluster, C27H56F3N7O6S2 overall at a distorted geometry, with properties calculated with wB97M-V/def2-TZVPD.

Computed properties:
LUMO energy: 0.0117 Eh
SMILES: CCCCN(CCCCN(C(=O)OCN)C(F)(F)F)C(=S)SCCC.CNC(C)=O.CNC(C)=O.CNC(C)=O.CNC(C)=O
calculated total energy: -2992.9546 Eh
HOMO level: -7.8 eV

Geometry as XYZ:
```
101
Properties=species:S:1:pos:R:3:forces:R:3:mulliken_charge:R:1
S 4.107 -0.511 -1.213 -1.38 0.02 0.48 -0.02
S 3.471 -0.302 1.719 -1.06 -0.63 -1.95 -0.19
F -6.423 -0.660 -0.225 1.61 -1.85 -1.44 -0.26
F -5.930 -2.852 -0.538 0.95 2.84 -1.27 -0.28
F -5.583 -1.298 -2.230 0.49 -0.89 3.14 -0.25
O 7.295 -1.493 -1.591 0.20 -0.23 -0.45 -0.52
O -4.885 -1.244 2.158 1.99 0.13 -3.34 -0.32
O -0.869 -0.558 -3.223 0.11 0.24 -1.16 -0.70
O -3.635 -2.950 1.322 -1.72 4.03 -1.51 -0.51
O -0.769 1.979 5.800 -0.14 0.22 0.07 -0.66
O -4.041 3.339 0.431 -0.14 0.08 0.08 -0.63
N 7.695 -0.426 -3.520 0.06 -0.41 0.14 -0.08
N -4.160 -1.204 -0.274 -1.91 -2.14 -0.17 0.33
N -6.218 3.384 -0.096 0.32 0.24 0.25 -0.09
N -1.964 -0.384 -5.170 0.25 0.26 0.39 -0.16
N -5.577 0.839 3.056 0.07 -1.40 -1.60 -0.55
N 1.697 -1.649 0.018 1.89 1.17 0.07 0.45
N -2.945 2.025 5.268 0.33 0.38 0.29 -0.08
C -2.461 0.279 -6.357 -0.15 -0.52 0.03 -0.90
C 0.594 -1.033 0.809 -0.95 -0.26 1.25 -1.15
C -0.826 1.595 -4.267 0.13 0.11 0.16 -1.42
C 8.284 -2.803 -3.332 0.04 -0.19 0.05 -1.50
C -1.949 3.980 6.371 0.13 0.16 0.10 -1.22
C -5.469 -1.537 -0.853 -1.73 1.02 0.68 0.67
C 5.160 0.960 -0.736 1.01 -0.13 0.87 -0.94
C -1.211 0.144 -4.167 0.01 -0.39 0.10 0.86
C 3.406 -5.174 0.734 -0.53 0.75 0.19 -0.44
C 3.426 -3.552 0.541 -0.42 -1.57 0.59 -0.20
C 1.903 -3.101 0.340 0.45 -0.76 -0.85 -0.72
C -7.549 3.946 -0.185 0.05 -0.51 -0.21 -0.92
C -4.276 2.588 5.176 0.14 -0.18 -0.19 -0.65
C 6.443 0.581 0.192 -0.35 0.99 0.93 -0.01
C -4.437 0.127 2.369 -0.77 1.23 1.19 0.27
C -5.099 3.953 0.433 0.29 -0.47 -0.12 0.92
C -5.221 5.338 1.008 0.14 0.14 0.09 -1.46
C -3.011 -1.685 -1.105 2.28 0.56 -0.72 -0.64
C -4.174 -1.855 1.071 0.99 -3.39 2.55 0.18
C 6.436 1.489 1.543 0.84 -0.65 -0.12 -0.98
C -1.693 -0.882 -0.580 0.45 -1.22 -0.75 -0.38
C 7.721 -1.540 -2.737 -0.26 0.18 0.53 0.89
C -0.854 -1.689 0.523 -0.56 1.09 0.48 -0.08
C -1.827 2.593 5.799 0.33 -0.61 -0.18 0.81
C 2.964 -0.887 0.208 0.64 1.18 1.48 -0.35
C 8.149 -0.284 -4.888 -0.22 0.47 0.24 -0.97
C 4.086 -5.653 2.111 -0.38 -1.08 -0.63 -0.98
H 8.239 -3.603 -2.592 -0.06 0.23 -0.02 0.30
H -1.021 -0.770 -1.509 -1.22 -0.06 2.03 0.53
H -2.862 -2.818 -1.099 -0.33 1.53 0.35 0.31
H 5.751 2.400 1.456 0.86 -1.35 0.23 0.24
H 8.923 0.486 -4.914 0.05 -0.09 -0.28 0.30
H -7.603 4.946 0.238 0.10 -0.11 -0.02 0.35
H 6.476 -0.522 0.486 -0.19 1.67 -0.66 0.24
H 7.304 0.382 -3.056 0.05 -0.09 -0.09 0.16
H -7.837 3.982 -1.238 -0.23 0.15 0.10 0.31
H -0.803 -2.799 0.251 0.01 1.60 0.40 0.32
H -2.665 3.984 7.195 -0.07 0.14 -0.11 0.35
H 8.549 -1.213 -5.286 -0.06 0.05 0.13 0.39
H -4.330 3.590 5.598 0.17 -0.11 0.09 0.38
H 1.275 -3.383 1.250 0.93 0.35 -1.00 0.34
H 3.901 -3.143 1.506 -0.78 -0.22 -1.79 0.11
H 0.805 -1.232 1.930 -0.25 0.53 -1.58 0.45
H 3.876 -5.620 -0.204 -0.50 0.31 1.48 0.40
H -2.069 -0.244 -7.232 -0.10 0.22 -0.14 0.29
H 7.302 0.038 -5.498 0.18 -0.06 -0.23 0.28
H 7.513 1.868 1.717 -1.72 -0.51 -0.12 0.32
H -2.259 4.681 5.593 -0.13 0.03 0.13 0.32
H -2.166 1.325 -6.399 0.02 -0.12 0.09 0.35
H -0.228 1.872 -3.398 -0.11 -0.18 -0.09 0.31
H 5.583 1.416 -1.699 -1.05 -0.88 1.05 0.30
H 7.696 -3.103 -4.201 0.17 0.00 -0.07 0.38
H 4.654 -6.628 1.867 -0.55 1.63 0.68 0.26
H -5.936 5.341 1.833 -0.07 0.13 -0.11 0.37
H -4.962 1.930 5.711 -0.22 0.21 -0.10 0.23
H -6.121 0.119 3.576 0.69 0.66 -0.28 0.26
H -2.788 1.096 4.904 -0.03 0.13 0.06 0.16
H 1.512 -3.695 -0.572 0.47 0.74 1.52 0.18
H 3.273 -5.968 2.863 1.23 0.70 -1.05 0.26
H -3.097 -1.391 -2.217 -0.50 -0.20 1.95 0.22
H -1.721 2.220 -4.284 0.09 0.05 -0.14 0.37
H 2.309 -5.516 0.772 1.59 0.41 -0.25 0.23
H -4.251 5.658 1.391 -0.10 -0.18 -0.10 0.30
H 6.147 0.814 2.430 0.29 1.39 -1.32 0.18
H 9.329 -2.651 -3.613 -0.07 -0.07 -0.16 0.38
H 4.503 1.743 -0.229 0.81 -1.18 -0.65 0.52
H -2.030 0.157 -0.242 0.53 -1.41 -0.27 0.08
H -4.240 0.719 1.416 0.09 -1.09 1.16 0.15
H -8.236 3.288 0.351 -0.20 0.22 -0.04 0.28
H -1.434 -1.582 1.517 1.06 -0.50 -1.41 0.08
H -3.551 0.210 -6.358 0.02 0.19 -0.22 0.29
H -6.206 1.081 2.263 0.44 -0.06 0.85 0.24
H -2.184 -1.361 -5.036 0.03 0.11 -0.07 0.25
H 4.065 -3.347 -0.385 -0.91 0.15 1.44 0.14
H -3.514 0.064 3.060 -1.39 0.21 -1.18 -0.09
H 0.537 0.109 0.657 0.25 -1.87 0.07 0.44
H -5.533 6.040 0.232 -0.13 0.03 0.14 0.43
H -4.559 2.622 4.125 -0.25 0.12 0.25 0.11
H -6.061 2.454 -0.463 -0.06 0.10 0.00 0.16
H -0.227 1.763 -5.165 -0.13 0.12 -0.02 0.38
H -0.979 4.299 6.756 -0.10 -0.19 -0.11 0.29
H 7.410 0.829 -0.355 -1.37 -0.49 0.48 0.31
H 4.757 -4.867 2.587 -0.77 -1.14 -0.74 0.32
```
Forces are in eV/Å.

Below is a 9-piece molecular cluster, C27H56N9O21S2 overall at a distorted geometry, with properties calculated with wB97M-V/def2-TZVPD.

Computed properties:
net charge: -1
LUMO energy: 0.0198 Eh
calculated total energy: -3930.5836 Eh
HOMO level: -6.4 eV

Geometry as XYZ:
```
115
Properties=species:S:1:pos:R:3:forces:R:3:mulliken_charge:R:1
S 4.918 0.683 -2.829 1.22 4.03 2.33 1.11
S 6.624 0.503 -5.101 -0.67 -4.28 -2.06 1.13
O -10.972 -4.238 1.838 0.35 0.04 -0.29 -0.56
O 5.206 1.094 -1.381 -0.45 -2.05 -3.18 -0.72
O 6.008 8.235 -2.393 0.59 -0.41 -0.41 -0.55
O -7.858 -0.758 3.579 0.02 0.41 -0.13 -0.44
O -9.478 -4.485 0.279 -0.45 0.11 0.56 -0.53
O 9.065 9.377 -6.127 0.05 0.54 0.36 -0.52
O 5.377 0.578 -5.941 2.41 1.11 2.13 -0.66
O -11.619 0.731 3.703 -0.27 -0.22 -0.56 -0.59
O 4.330 1.895 -3.506 0.72 -3.06 0.39 -0.68
O -4.956 -1.911 7.936 1.39 -1.73 0.13 -0.35
O -7.301 1.198 2.812 -0.22 -0.62 0.32 -0.51
O -11.343 0.077 1.650 -0.19 0.10 0.71 -0.48
O -2.857 -6.055 2.975 -0.19 -0.33 0.57 -0.47
O 11.549 -0.615 -8.140 -0.17 -0.56 -0.31 -0.53
O 9.687 11.224 -5.167 -0.18 -0.47 -0.20 -0.55
O -3.856 -0.073 0.067 0.54 0.24 -0.09 -0.51
O 7.587 7.118 -3.404 -0.71 0.37 0.47 -0.52
O -1.722 0.336 0.118 -0.67 0.19 -0.20 -0.40
O -3.880 -6.356 4.869 0.33 0.00 -0.42 -0.53
O 7.473 -0.627 -5.697 -1.02 3.05 1.96 -0.63
O 10.917 -2.470 -9.082 0.17 0.46 0.22 -0.57
N 6.399 0.112 -3.461 -1.71 1.72 -1.95 -0.49
N -7.897 0.464 3.582 0.18 0.32 -0.22 0.79
N 10.788 -1.560 -8.276 0.06 0.04 0.03 0.89
N -11.930 0.077 2.717 0.15 0.06 -0.21 0.89
N -9.842 -4.122 1.385 0.09 -0.13 -0.30 0.93
N 8.930 10.276 -5.315 0.14 0.04 -0.14 0.88
N -3.009 -6.609 4.050 -0.25 0.26 -0.11 0.88
N -2.875 0.609 -0.178 -0.03 -0.28 0.14 0.82
N 6.469 7.227 -2.918 0.00 -0.03 0.04 0.88
C -4.369 -2.369 6.689 -0.47 0.57 -1.39 -0.18
C 5.597 6.024 -2.973 -0.30 -0.13 0.07 -0.69
C -3.823 -2.730 3.668 0.30 0.13 -0.93 -0.41
C -4.296 -1.294 4.209 0.62 0.07 -0.07 0.27
C 9.177 3.986 -4.074 -0.65 -1.24 -3.37 -0.49
C -8.829 -3.481 2.263 0.29 0.10 0.00 -0.52
C -4.087 -1.065 5.787 -0.57 0.17 0.41 -0.64
C -13.128 -0.796 2.824 -0.27 -0.14 0.23 -0.67
C -1.951 -2.267 1.938 0.05 -0.32 1.36 0.13
C 3.741 -0.775 -2.748 0.22 -1.24 0.80 -0.77
C 0.731 -1.763 -0.875 0.52 -0.42 -1.01 -0.54
C 3.280 -0.946 -1.216 -0.11 -0.47 0.11 -0.50
C 8.128 2.586 -6.631 1.16 1.41 2.57 -0.44
C 9.633 4.537 -5.467 -2.86 -3.54 0.48 -0.41
C 2.291 -2.193 -0.960 -0.35 0.31 1.26 -0.55
C 7.709 2.017 -5.245 2.31 3.80 0.23 0.19
C -0.382 -2.110 1.569 -1.11 0.51 -1.41 -0.47
C -2.044 -7.687 4.391 0.11 -0.23 0.25 -0.79
C -0.152 -2.713 0.072 0.08 0.24 -0.07 -0.73
C 8.227 2.741 -3.965 1.18 1.53 -2.67 -0.17
C -8.749 1.102 4.617 -0.05 0.20 0.27 -0.58
C -2.207 -2.819 3.440 -1.03 0.11 -0.11 -0.61
C 9.066 3.818 -6.723 -0.51 -0.80 2.88 -0.42
C 9.596 -1.613 -7.387 -0.03 0.30 0.25 -0.59
C -4.733 -2.866 9.008 -0.23 0.09 0.98 -0.59
C -3.095 1.888 -0.901 -0.23 0.22 -0.16 -0.84
C 7.739 10.207 -4.428 -0.13 0.14 0.28 -0.48
H 7.749 11.067 -3.760 0.09 -0.09 -0.17 0.30
H 5.462 5.763 -4.023 0.18 -0.10 0.13 0.28
H 7.761 2.097 -7.604 0.58 0.80 1.84 0.32
H -8.746 -4.086 3.165 -0.12 0.13 -0.05 0.27
H -3.051 -0.624 6.055 -1.57 -0.86 -0.58 0.22
H 9.604 4.528 -3.157 -0.96 -1.15 -1.39 0.31
H 2.560 -2.598 0.094 -0.36 0.57 -1.65 0.31
H 2.879 -0.675 -3.489 1.32 0.16 1.02 0.35
H -9.181 -2.476 2.492 0.03 -0.17 0.06 0.11
H -5.386 -1.077 3.902 1.65 -0.53 0.63 -0.36
H -4.389 -2.270 9.922 -0.50 -0.81 -1.17 0.22
H -2.298 -8.088 5.370 -0.04 0.14 -0.15 0.31
H 10.349 5.427 -5.572 -1.34 -1.56 0.24 0.33
H -13.843 -0.466 2.070 0.17 -0.11 -0.02 0.29
H 4.641 6.262 -2.509 0.21 0.06 -0.05 0.32
H 2.432 -3.071 -1.676 -0.15 1.28 0.80 0.31
H -2.498 -2.988 1.228 0.99 0.97 1.01 0.26
H 0.333 -1.827 -1.958 0.40 0.16 1.65 0.24
H 6.855 10.223 -5.064 0.12 -0.15 0.04 0.28
H -4.210 -3.620 4.268 0.48 1.35 -0.63 0.28
H -4.160 2.000 -1.099 0.15 -0.12 0.09 0.32
H -8.368 0.797 5.591 -0.03 -0.09 -0.13 0.28
H -5.705 -3.417 9.305 1.43 0.80 -0.64 0.22
H 8.711 -1.599 -8.021 0.09 -0.10 0.13 0.26
H 9.657 -2.536 -6.812 -0.08 0.05 -0.16 0.26
H 0.341 -3.743 0.169 -0.62 1.37 -0.30 0.34
H -9.768 0.752 4.462 0.34 0.03 0.10 0.16
H 0.659 -0.656 -0.578 0.03 -1.70 -0.22 0.22
H -8.691 2.183 4.502 0.05 -0.19 -0.09 0.30
H -2.533 1.840 -1.833 0.07 0.04 0.18 0.32
H -2.734 2.693 -0.262 0.10 -0.12 -0.12 0.29
H 7.801 9.279 -3.861 -0.04 0.09 -0.22 0.11
H -7.878 -3.444 1.735 -0.20 -0.01 0.02 0.30
H -13.548 -0.695 3.823 0.15 0.06 -0.14 0.30
H -4.852 -0.271 6.133 1.17 -1.21 -0.49 0.31
H -12.806 -1.821 2.641 -0.01 0.12 -0.13 0.24
H -4.273 -2.837 2.606 0.59 0.04 1.73 0.26
H 7.944 2.404 -2.907 0.29 0.29 -1.97 0.41
H -3.391 -2.951 6.817 -1.36 0.72 0.12 0.30
H 2.757 -0.002 -0.839 0.88 -1.26 -0.56 0.27
H -2.534 -1.272 1.863 1.23 -1.58 0.01 -0.44
H -1.164 -2.880 -0.463 1.54 0.32 1.10 0.35
H -5.137 -3.053 6.156 1.25 0.98 0.78 0.14
H 0.312 -2.605 2.337 -1.10 0.80 -1.10 0.49
H 9.609 -0.747 -6.728 -0.03 -0.16 -0.16 0.28
H 4.366 -1.717 -2.997 -0.95 1.71 0.11 0.32
H -1.676 -2.202 4.248 -0.64 -0.64 -1.23 0.33
H -1.855 -3.905 3.583 -0.48 1.64 -0.46 0.15
H -3.921 -3.639 8.785 -1.12 1.07 0.07 0.28
H -3.652 -0.509 3.659 -1.05 -1.14 0.79 0.18
H -1.048 -7.246 4.400 -0.11 -0.06 -0.15 0.30
H 6.102 5.226 -2.430 0.01 0.01 -0.23 0.26
H 4.206 -1.128 -0.556 -1.36 0.58 -1.29 0.32
H -0.191 -0.973 1.474 0.02 -1.94 0.52 0.15
H -2.129 -8.457 3.625 0.10 0.17 0.00 0.30
H 9.380 4.243 -7.742 -0.67 -0.94 1.66 0.27
```
Forces are in eV/Å.